Entry 1:
{"formula": "C45H45N10O2Pb", "method": "ωB97M-V/def2-TZVPD", "lumo_energy_ev": 2.2, "e_above_lowest_kcal_mol": 92.1, "homo_lumo_gap_ev": 6.38, "total_energy_ha": -2632.58392, "total_charge": -1, "homo_ev": -4.23, "elements": ["Pb", "C", "C", "C", "C", "C", "C", "C", "C", "N", "C", "O", "C", "C", "C", "C", "C", "N", "C", "O", "N", "C", "C", "C", "C", "C", "C", "C", "C", "H", "H", "H", "H", "H", "H", "H", "H", "H", "H", "H", "H", "H", "H", "H", "H", "H", "H", "H", "H", "H", "C", "C", "C", "C", "N", "C", "N", "C", "N", "C", "N", "C", "C", "C", "C", "C", "N", "C", "C", "C", "C", "C", "C", "H", "H", "H", "H", "H", "H", "H", "H", "H", "H", "H", "H", "C", "C", "C", "C", "N", "N", "H", "H", "H", "H", "H", "H", "H", "H", "H", "H", "H", "H"], "positions_angstrom": [[0.269, 0.815, 0.451], [3.479, 3.598, 2.773], [4.237, 2.638, 1.933], [5.530, 2.308, 2.338], [6.449, 1.935, 1.369], [6.028, 1.621, 0.067], [4.677, 1.646, -0.307], [4.268, 1.191, -1.718], [3.725, 2.194, 0.621], [2.432, 2.413, 0.250], [2.221, 3.618, -0.318], [2.875, 4.680, -0.142], [1.079, 3.689, -1.329], [0.988, 4.884, -2.107], [0.089, 4.897, -3.141], [-0.637, 3.764, -3.435], [-0.606, 2.608, -2.586], [0.207, 2.673, -1.517], [-1.680, 1.613, -2.865], [-2.524, 1.797, -3.765], [-1.637, 0.498, -1.999], [-2.238, -0.789, -2.392], [-2.588, -3.050, -1.398], [-3.073, -3.559, -0.117], [-3.089, -3.757, -2.492], [-2.926, -3.465, -3.830], [-2.473, -2.249, -4.362], [-1.865, -1.217, -3.786], [-0.794, -0.497, -4.504], [2.858, 3.049, 3.500], [4.140, 4.175, 3.407], [2.766, 4.265, 2.226], [5.756, 2.417, 3.420], [7.524, 1.823, 1.612], [6.772, 1.255, -0.660], [4.672, 0.195, -1.933], [3.171, 1.138, -1.855], [4.727, 1.830, -2.528], [1.697, 5.718, -1.806], [-0.106, 5.850, -3.682], [-1.273, 3.582, -4.336], [-4.132, -3.842, -0.222], [-2.516, -4.440, 0.227], [-2.963, -2.777, 0.644], [-3.719, -4.608, -2.238], [-3.305, -4.247, -4.529], [-2.451, -2.183, -5.491], [-0.568, -1.038, -5.437], [-1.102, 0.506, -4.833], [0.094, -0.398, -3.931], [3.144, -2.611, -1.649], [2.134, -3.142, -2.469], [0.836, -3.021, -2.059], [0.555, -2.093, -0.982], [1.497, -1.704, -0.139], [2.740, -1.965, -0.497], [-0.688, -1.610, -0.694], [-1.772, -1.886, -1.482], [-1.929, 1.054, -0.714], [-3.115, 0.591, -0.132], [-3.477, 1.047, 1.029], [-2.739, 1.789, 1.866], [-3.683, 2.477, 2.821], [-3.178, 3.248, 3.824], [-1.770, 3.362, 3.867], [-0.951, 2.634, 2.980], [-1.394, 1.780, 2.028], [-4.141, -0.057, -1.007], [-5.489, -0.212, -0.520], [-6.470, -0.559, -1.427], [-6.132, -0.819, -2.741], [-4.812, -0.879, -3.144], [-3.784, -0.655, -2.189], [4.206, -2.713, -1.856], [2.367, -3.487, -3.484], [0.019, -3.461, -2.603], [3.468, -1.632, 0.260], [-4.747, 2.351, 2.609], [-3.829, 3.783, 4.522], [-1.259, 4.073, 4.579], [0.070, 2.952, 2.947], [-5.693, 0.011, 0.520], [-7.540, -0.654, -1.195], [-6.916, -0.971, -3.495], [-4.582, -1.033, -4.179], [2.242, -2.404, 5.246], [1.250, -2.642, 4.115], [1.991, -3.311, 2.950], [0.143, -3.634, 4.586], [0.555, -1.329, 3.766], [1.329, -0.352, 3.014], [2.735, -3.312, 5.495], [1.687, -2.010, 6.108], [3.046, -1.736, 4.991], [1.844, -4.364, 3.038], [3.108, -3.133, 2.914], [1.504, -3.123, 1.987], [0.548, -4.581, 4.829], [-0.606, -3.727, 3.778], [-0.417, -3.147, 5.400], [-0.196, -1.531, 3.102], [2.177, -0.755, 2.564], [1.643, 0.336, 3.677]], "forces_ev_per_a": [[-0.1, -0.6, -0.6], [-1.9, -0.3, 0.8], [-0.4, -0.7, -2.4], [-0.3, 0.4, 0.0], [0.8, -0.9, -0.2], [0.0, -0.3, 0.2], [-0.5, 0.3, 0.3], [0.4, 0.3, -0.3], [3.4, 0.5, 2.1], [-1.5, 1.1, -1.5], [0.2, 0.4, 0.8], [-0.6, -1.4, -0.5], [-1.1, 0.6, -1.0], [1.3, -0.5, 1.6], [-0.4, 1.3, -0.7], [-1.0, -2.4, -0.6], [0.6, 4.2, -0.2], [0.9, -0.8, 0.1], [-2.0, -0.7, -0.8], [2.1, -0.5, 1.9], [0.0, 0.1, -1.0], [-2.0, 1.1, -0.6], [0.7, 0.6, -1.3], [0.5, -0.5, 1.9], [-0.2, 0.9, -0.5], [-1.7, -0.6, -0.4], [0.2, -2.1, -2.8], [0.5, 1.5, 2.2], [-0.6, 0.5, -2.0], [-0.2, 0.0, 0.0], [0.2, 0.3, -0.2], [0.9, -0.6, 0.2], [0.3, 0.3, -1.0], [-0.8, 0.0, -0.1], [-0.4, 0.3, 0.4], [-0.1, 0.0, 0.2], [0.6, 0.2, 0.1], [-0.6, -0.3, 0.9], [-1.2, -1.1, -0.5], [0.3, -1.0, 0.1], [0.5, 0.9, 0.9], [0.4, 0.2, 0.2], [-0.1, 0.0, 0.2], [-0.2, -0.3, 0.1], [0.3, -0.1, -0.1], [0.2, 0.9, 0.4], [0.4, -0.5, 1.1], [0.2, 0.0, 0.4], [0.2, -0.3, 0.1], [0.9, 0.0, 0.6], [0.3, 0.1, 0.2], [0.2, 0.5, -0.3], [-0.1, 1.1, 0.1], [-2.7, -1.6, 0.1], [0.6, 0.4, 0.0], [1.5, -0.1, 0.8], [0.2, -0.1, -0.3], [0.6, -0.8, 0.5], [-1.9, -1.9, 1.5], [2.4, 1.7, -2.6], [-0.4, -0.6, 0.3], [-2.0, -0.2, 1.9], [1.6, -0.3, -1.0], [0.1, -0.2, -0.4], [1.7, 0.1, 0.2], [-1.6, 1.6, 1.1], [-1.3, 1.2, 0.2], [-1.0, -1.4, 2.2], [0.9, 0.7, -0.8], [-0.7, -0.3, 0.5], [0.2, 0.0, -1.2], [0.5, 0.1, 0.9], [0.3, 1.0, -1.6], [-0.2, 0.0, -0.1], [0.0, -0.5, 0.6], [-0.2, 0.1, -0.2], [0.1, -0.1, -0.6], [0.5, 0.0, 0.1], [0.3, -0.2, -0.2], [-0.7, -0.9, -0.9], [0.8, -0.5, 0.1], [0.0, 0.2, -0.2], [0.6, 0.2, 0.4], [0.3, 0.0, 0.4], [0.2, -0.3, -0.2], [-1.1, 0.6, 0.2], [-0.1, 0.3, -0.3], [0.5, 0.4, -0.6], [-0.9, 2.7, -0.8], [0.3, -0.7, -0.7], [0.6, -0.7, 0.2], [0.2, -1.0, 0.4], [0.3, -0.1, 0.0], [0.2, 0.6, -0.3], [0.3, -1.0, 0.3], [-1.3, 0.1, -0.1], [0.3, 0.5, 0.0], [0.3, -0.9, 0.4], [0.4, -0.3, 0.1], [0.3, -0.5, 0.1], [0.1, -0.3, 0.4], [-0.8, 0.1, 0.3], [0.2, 0.2, 0.2]]}


Entry 2:
{"formula": "C45H46Cl3NO6P2S2Sc", "method": "ωB97M-V/def2-TZVPD", "lumo_energy_ev": -1.9, "e_above_lowest_kcal_mol": 44.6, "homo_lumo_gap_ev": 8.23, "total_energy_ha": -5868.97148, "total_charge": 1, "homo_ev": -10.11, "elements": ["Sc", "O", "C", "O", "C", "C", "C", "C", "C", "C", "C", "C", "C", "N", "H", "H", "H", "H", "H", "H", "C", "C", "S", "O", "C", "C", "H", "H", "H", "H", "H", "H", "H", "H", "H", "H", "C", "P", "C", "C", "C", "C", "C", "C", "C", "C", "C", "C", "C", "C", "P", "C", "C", "C", "C", "C", "C", "C", "C", "C", "C", "C", "C", "H", "H", "H", "H", "H", "H", "H", "H", "H", "H", "H", "H", "H", "H", "H", "H", "H", "H", "H", "H", "H", "H", "Cl", "C", "Cl", "Cl", "C", "O", "O", "O", "S", "C", "C", "C", "C", "H", "H", "H", "H", "H", "H", "H", "H"], "positions_angstrom": [[-0.037, 0.078, -0.266], [-0.688, 1.212, 2.464], [-1.036, 0.063, 2.235], [-1.268, -0.360, 1.036], [-1.214, -0.992, 3.290], [-1.808, -0.713, 4.538], [-1.981, -1.748, 5.418], [-1.562, -3.048, 5.065], [-1.718, -4.173, 5.903], [-1.280, -5.405, 5.498], [-0.651, -5.560, 4.252], [-0.490, -4.492, 3.414], [-0.947, -3.212, 3.793], [-0.798, -2.184, 2.938], [-2.113, 0.297, 4.765], [-2.437, -1.593, 6.386], [-2.196, -4.042, 6.862], [-1.414, -6.270, 6.128], [-0.299, -6.537, 3.954], [-0.016, -4.602, 2.452], [-1.428, 4.663, -2.767], [-0.862, 3.367, -2.221], [-2.080, 1.993, -2.263], [-1.326, 0.855, -1.611], [-1.990, 1.576, -4.071], [-0.667, 0.948, -4.450], [-0.760, 5.486, -2.521], [-2.398, 4.870, -2.323], [-1.537, 4.621, -3.847], [-0.607, 3.473, -1.164], [0.026, 3.038, -2.762], [-2.194, 2.488, -4.626], [-2.813, 0.881, -4.233], [0.124, 1.692, -4.516], [-0.747, 0.463, -5.420], [-0.388, 0.201, -3.700], [-1.419, -2.932, -3.110], [-0.874, -2.228, -1.477], [-2.368, -2.518, -0.468], [-2.426, -3.378, 0.620], [-3.573, -3.422, 1.396], [-4.658, -2.620, 1.094], [-4.607, -1.774, -0.003], [-3.467, -1.721, -0.780], [0.401, -3.361, -0.814], [0.934, -2.987, 0.424], [1.992, -3.688, 0.973], [2.542, -4.765, 0.291], [2.031, -5.128, -0.942], [0.979, -4.420, -1.503], [-2.920, -4.079, -3.017], [-2.176, -5.564, -2.229], [-2.674, -5.987, -1.003], [-2.120, -7.080, -0.359], [-1.076, -7.776, -0.946], [-0.617, -7.399, -2.198], [-1.165, -6.302, -2.839], [-2.913, -4.706, -4.742], [-3.650, -5.868, -4.973], [-3.750, -6.396, -6.245], [-3.130, -5.762, -7.311], [-2.422, -4.593, -7.096], [-2.323, -4.060, -5.821], [-0.564, -3.381, -3.622], [-1.757, -2.078, -3.710], [-1.589, -4.015, 0.855], [-3.616, -4.084, 2.249], [-5.544, -2.653, 1.710], [-5.453, -1.148, -0.240], [-3.418, -1.057, -1.637], [0.481, -2.166, 0.984], [2.387, -3.399, 1.936], [3.363, -5.320, 0.722], [2.456, -5.963, -1.479], [0.604, -4.711, -2.470], [-3.502, -5.456, -0.557], [-2.499, -7.394, 0.601], [-0.627, -8.617, -0.438], [0.177, -7.956, -2.676], [-0.811, -6.022, -3.823], [-4.138, -6.355, -4.140], [-4.321, -7.297, -6.410], [-3.206, -6.172, -8.306], [-1.949, -4.082, -7.923], [-1.782, -3.136, -5.678], [1.948, 2.843, 3.125], [2.524, 2.556, 1.485], [4.144, 1.835, 1.508], [2.586, 4.063, 0.579], [1.580, 1.561, 0.809], [1.636, 0.363, 1.129], [0.821, 1.985, -0.089], [1.566, -0.387, -1.423], [3.057, -0.292, -1.146], [3.549, 1.270, -1.972], [3.609, 0.931, -3.450], [4.409, -0.365, -3.522], [3.762, -1.309, -2.518], [4.525, 1.546, -1.576], [2.821, 2.039, -1.717], [4.063, 1.735, -4.030], [2.597, 0.755, -3.821], [5.444, -0.174, -3.240], [4.400, -0.785, -4.526], [4.459, -2.018, -2.082], [2.910, -1.844, -2.931]], "forces_ev_per_a": [[0.9, 0.3, -1.9], [-0.4, -0.5, 0.3], [-0.1, 1.0, 1.2], [-1.4, -0.9, 1.0], [0.0, -0.4, 0.1], [0.1, -0.1, 0.1], [0.0, 0.2, -0.2], [0.2, 0.1, -0.4], [0.0, -0.2, 0.0], [-0.2, 0.2, 0.3], [0.1, 0.1, -0.4], [0.0, -0.2, 0.1], [-0.2, -0.1, 0.7], [0.0, 0.4, -0.3], [0.0, 0.1, 0.1], [-0.1, 0.1, 0.1], [0.0, 0.0, 0.1], [0.0, 0.0, 0.1], [0.0, -0.1, 0.0], [0.1, 0.0, -0.1], [-0.1, -0.2, -0.1], [-0.3, -0.1, 0.2], [0.6, 0.9, -1.0], [-0.4, 0.0, -0.2], [0.0, -0.1, 0.6], [0.1, 0.0, 0.3], [0.0, 0.0, 0.0], [-0.1, 0.1, 0.0], [-0.1, 0.1, -0.1], [-0.1, -0.2, -0.1], [0.0, -0.1, 0.1], [-0.1, 0.1, 0.1], [-0.1, 0.0, 0.1], [0.1, 0.0, 0.0], [-0.1, 0.0, 0.0], [0.1, 0.0, -0.2], [-0.2, 0.2, 0.2], [-0.5, -1.3, 0.1], [0.1, 0.0, 0.1], [0.0, 0.2, -0.2], [0.0, -0.1, 0.1], [0.0, 0.0, 0.0], [0.0, 0.1, -0.1], [0.1, 0.0, 0.1], [0.0, 0.2, -0.1], [-0.2, 0.2, -0.2], [0.1, 0.0, 0.1], [0.0, 0.0, 0.0], [0.1, 0.0, -0.1], [-0.1, 0.1, 0.0], [0.5, -0.1, -0.2], [-0.1, 0.1, -0.1], [0.0, 0.0, -0.1], [0.1, -0.1, 0.1], [0.0, 0.0, 0.0], [0.1, 0.0, -0.1], [-0.1, -0.1, 0.1], [-0.2, 0.2, 0.1], [0.1, 0.1, 0.0], [-0.1, -0.1, 0.0], [0.1, 0.1, -0.1], [0.0, 0.0, -0.2], [0.0, 0.0, 0.2], [-0.1, 0.0, 0.0], [0.1, -0.1, 0.0], [0.1, 0.0, 0.1], [0.0, -0.1, 0.1], [-0.1, 0.0, 0.1], [-0.1, 0.1, -0.1], [-0.1, 0.0, 0.0], [0.1, -0.3, 0.1], [0.0, 0.1, 0.1], [0.1, 0.0, 0.0], [0.0, -0.1, 0.0], [0.0, 0.0, 0.0], [0.0, 0.0, 0.1], [-0.1, 0.0, 0.1], [0.0, -0.1, 0.0], [0.0, -0.1, 0.0], [0.0, 0.0, -0.1], [0.0, -0.1, 0.0], [0.0, -0.1, 0.0], [0.0, 0.0, -0.1], [0.0, 0.0, -0.1], [0.1, 0.0, 0.0], [0.1, 0.0, -0.1], [0.3, 0.2, 0.4], [0.1, 0.0, 0.1], [0.0, 0.2, 0.0], [0.6, 0.5, 0.4], [-0.2, -0.3, 0.5], [-0.4, 0.6, -0.3], [0.2, -0.3, -0.8], [1.0, -0.1, -0.8], [-0.1, -0.2, 0.0], [0.1, 0.0, -0.1], [-0.1, 0.2, -0.1], [0.1, 0.1, 0.3], [0.1, 0.0, 0.1], [0.0, -0.1, 0.2], [0.0, 0.0, 0.0], [0.0, 0.1, -0.1], [0.1, 0.0, -0.1], [0.1, -0.1, 0.0], [0.0, -0.1, 0.1], [-0.1, 0.0, 0.1]]}